Computed, not measured: a cluster of 2 separate species, C4H9O3 in total, with ωB97M-V/def2-TZVPD.

XYZ file:
```
16
Properties=species:S:1:pos:R:3
C -1.312 -1.585 1.599
C -0.774 -0.188 1.171
O -1.320 0.306 0.147
O 0.113 0.308 1.884
H -1.369 -2.270 0.765
H -2.288 -1.385 2.047
H -0.656 -1.976 2.372
C 1.010 0.218 -2.023
C 2.011 -0.239 -0.962
O 0.376 1.428 -1.659
H 1.567 0.460 -2.926
H 0.261 -0.550 -2.198
H 2.010 -1.331 -0.912
H -0.319 1.188 -0.998
H 1.653 0.106 0.004
H 3.033 0.086 -1.182
```

Results
HOMO level ... -0.165 Eh
Energy relative to the best compared isomer or geometry (same formula, charge and spin) ... 7.2 kcal per mole
Kohn-Sham gap ... 0.320 Eh
Net charge ... -1